1.
Here is a cluster of 2 separate species, C41H49N4O2 in total in a non-equilibrium geometry from the OMol25 dataset. Energies are from ωB97M-V with the def2-TZVPD basis set.

```
! wB97M-V def2-TZVPD RIJCOSX def2/J DEFGRID3
* xyz 1 1
C -0.5507 -4.9086 -1.7473
N -1.1666 -3.6396 -2.0810
C -1.6255 -3.3894 -3.3462
O -1.4164 -4.0935 -4.3321
C -2.3639 -2.0340 -3.2730
C -3.8607 -2.3332 -3.4331
C -4.1932 -2.8024 -4.8378
C -3.8661 -1.9440 -5.8871
C -3.9745 -2.3959 -7.1990
C -4.5035 -3.6620 -7.4653
C -4.9015 -4.4946 -6.4115
C -4.7720 -4.0559 -5.0919
N -1.8865 -1.4983 -1.9862
C -1.8947 -0.1879 -1.6826
C -1.3836 0.4052 -0.5195
C -1.8466 1.5754 0.0866
C -2.1774 1.6334 1.5097
C -3.5196 1.5848 1.9567
C -3.8335 1.5579 3.2982
C -2.8245 1.7120 4.2836
N -3.1965 1.9072 5.6210
C -3.0100 0.8967 6.6430
C -3.6947 3.1873 6.1064
C -1.4712 1.7563 3.8442
C -1.1702 1.7299 2.4895
C -1.6278 -2.6397 -1.1126
C -2.9395 -3.1036 -0.4608
C -0.6072 -2.4287 -0.0146
H -0.5406 -5.5467 -2.6359
H 0.4871 -4.7763 -1.4147
H -1.1074 -5.4215 -0.9540
H -2.0397 -1.3564 -4.0723
H -4.0730 -3.1494 -2.7359
H -4.4455 -1.4308 -3.1587
H -3.4752 -0.9501 -5.6476
H -3.6378 -1.7361 -7.9951
H -4.5918 -4.0010 -8.4947
H -5.3069 -5.4851 -6.6156
H -5.0876 -4.6866 -4.2527
H -2.3421 0.4689 -2.4402
H -0.5348 -0.0600 -0.0168
H -2.0914 2.4660 -0.5190
H -4.3075 1.5344 1.2059
H -4.8674 1.4444 3.6258
H -3.3046 -0.0971 6.2775
H -1.9568 0.8576 6.9671
H -3.6657 1.1608 7.4812
H -4.3785 3.6288 5.3678
H -4.2270 3.0182 7.0535
H -2.8506 3.8801 6.2773
H -0.6724 1.8706 4.5834
H -0.1374 1.8067 2.1462
H -3.6459 -3.5375 -1.1748
H -2.7211 -3.8573 0.3080
H -3.4275 -2.2320 -0.0064
H 0.2553 -1.8872 -0.4097
H -1.0762 -1.9060 0.8282
H -0.2573 -3.4109 0.3288
O 4.1032 2.1168 2.4761
C 4.1328 1.7922 1.0972
C 5.6358 1.8925 0.7483
C 6.5281 1.1810 1.5538
C 7.9016 1.2164 1.2756
C 8.3829 2.0104 0.2230
C 7.4848 2.7166 -0.5820
C 6.1065 2.6534 -0.3273
C 3.6417 0.3583 0.8624
C 2.7879 -0.2705 1.7668
C 2.2553 -1.5216 1.4411
C 2.6488 -2.1661 0.2612
C 3.6176 -1.5835 -0.5633
C 4.1269 -0.3223 -0.2575
C 3.1954 2.7238 0.2964
C 3.4393 4.2016 0.6436
C 2.1340 4.7207 1.2882
C 1.0705 3.7830 0.6861
N 1.7626 2.5000 0.5665
H 3.1801 2.3242 2.7151
H 6.1539 0.6169 2.4177
H 8.5845 0.6340 1.9018
H 9.4592 2.0832 0.0477
H 7.8394 3.3412 -1.4043
H 5.3927 3.2015 -0.9498
H 2.5551 0.2056 2.7245
H 1.5054 -1.9640 2.1006
H 2.1990 -3.1143 -0.0288
H 3.9596 -2.0820 -1.4671
H 4.8973 0.1644 -0.8654
H 3.3531 2.4862 -0.7770
H 4.3045 4.3447 1.2963
H 3.6124 4.6983 -0.3143
H 2.1753 4.5904 2.3868
H 1.9623 5.7825 1.0613
H 0.1491 3.6993 1.2784
H 0.7425 4.1461 -0.3116
H 1.3248 1.8956 -0.1324
*
```

Results
HOMO energy: -10.30 eV
Relative energy (zero: lowest compared OMol25 entry of this formula, charge and spin): 0.000 eV

Atomic partial charges in e from the Löwdin method, atoms 1 to 6:
1. C 0.000
2. N -0.019
3. C -0.364
4. O 0.106
5. C -0.143
6. C -0.085


2.
Here is a structure of composition C6H12F6IrN4O7S2 in a non-equilibrium geometry from the OMol25 dataset. Energies are from ωB97M-V with the def2-TZVPD basis set.

```
! wB97M-V def2-TZVPD RIJCOSX def2/J DEFGRID3
* xyz 2 6
Ir -0.0207 0.0735 0.5528
N -1.1536 -1.6817 -0.6739
C -0.2795 -2.4049 -1.5793
C 1.1293 -2.4938 -0.9593
C 2.2375 -1.8675 -1.7999
C 2.0858 -0.3616 -1.9904
N 1.9941 0.3420 -0.7174
H -1.4350 -2.2396 0.1332
H -1.9917 -1.3021 -1.1166
H -0.2658 -1.8958 -2.5463
H -0.6723 -3.4171 -1.7566
H 1.3977 -3.5272 -0.7356
H 1.0858 -1.9453 0.0161
H 2.2577 -2.3417 -2.7850
H 3.1990 -2.0816 -1.3273
H 1.2044 -0.1088 -2.5874
H 2.9545 0.0141 -2.5554
H 2.0056 1.3516 -0.8776
H 2.7574 0.0997 -0.0835
O -2.0922 2.8505 -1.3244
N -1.4789 1.9751 -0.8516
O -2.0000 0.9464 -0.3405
O -0.2140 1.9366 -0.8358
F -2.9489 -1.2789 4.6340
C -3.0699 -0.2699 3.8066
F -3.5205 0.7926 4.4062
F -3.8328 -0.5986 2.7853
S -1.3307 0.0073 3.0614
O -1.0846 -1.1687 2.2383
O -1.2238 1.2140 2.2838
N -0.3192 0.0414 4.2902
S 1.1512 0.4501 3.8845
O 1.3692 0.2658 2.4583
O 1.7616 1.5323 4.5319
C 2.0290 -1.1869 4.5588
F 1.6539 -1.4632 5.7694
F 3.3180 -0.9789 4.4672
F 1.6609 -2.1310 3.7085
*
```

Results
HOMO energy (alpha / beta): -17.31 / -17.20 eV
Relative energy (zero: lowest compared OMol25 entry of this formula, charge and spin): 1.295 eV

Atomic partial charges in e from the Löwdin method, atoms 1 to 6:
1. Ir 1.748
2. N 0.012
3. C -0.190
4. C -0.169
5. C -0.165
6. C -0.215


3.
Here is a structure of composition C16H17F2NO2S2SiTa in a non-equilibrium geometry from the OMol25 dataset. Energies are from ωB97M-V with the def2-TZVPD basis set.

```
! wB97M-V def2-TZVPD RIJCOSX def2/J DEFGRID3
* xyz 1 1
Ta 1.0146 -0.8327 -0.0540
O 4.5806 0.4279 -1.3702
C 4.0263 -0.0743 -0.4704
O 2.6717 -0.3045 -0.6317
C 4.4664 -0.3994 0.8905
C 5.7667 -0.0190 1.2878
C 6.3953 -0.5154 2.4552
C 5.6645 -1.3522 3.2665
C 4.3041 -1.6216 2.9214
C 3.6936 -1.2275 1.7959
S 1.9397 -1.5981 1.8884
H 6.3290 0.4803 0.5141
H 7.4369 -0.1979 2.6631
H 6.0604 -1.9565 4.0259
H 3.7609 -2.2444 3.6398
C -2.3772 2.1076 -2.8413
Si -3.2929 1.9318 -1.1792
C -2.9501 3.3923 -0.0682
C -5.1341 1.6976 -1.4723
C -2.7247 0.3102 -0.2761
C -3.6270 -0.7039 -0.0759
C -3.2669 -1.9224 0.5292
C -1.9681 -2.0877 0.8668
N -1.0284 -1.1197 0.6793
C -1.4182 0.0518 0.1820
S -0.1537 1.2697 0.0120
H -3.0362 2.6770 -3.5451
H -2.2090 1.0253 -3.3182
H -1.4163 2.4841 -2.6407
H -1.9846 3.4672 0.3124
H -3.6062 3.1716 0.8064
H -3.3507 4.3764 -0.4381
H -5.4326 2.6738 -2.0175
H -5.8472 1.7038 -0.6344
H -5.3735 0.8293 -2.1475
H -4.5803 -0.4174 -0.4297
H -4.0661 -2.6725 0.6256
H -1.4778 -3.0391 1.2774
F 1.5279 -3.0695 -1.9844
C 0.6172 -2.4332 -1.3921
F 0.3420 -1.2657 -2.1939
H -0.2765 -3.0032 -1.4587
*
```

Results
HOMO energy: -12.25 eV
Relative energy (zero: lowest compared OMol25 entry of this formula, charge and spin): 0.667 eV

Atomic partial charges in e from the Löwdin method, atoms 1 to 6:
1. Ta 1.340
2. O 0.212
3. C -0.473
4. O -0.255
5. C -0.115
6. C 0.028


4.
Here is a structure of composition C68H75As2ClN5O3P2STl in a non-equilibrium geometry from the OMol25 dataset. Energies are from ωB97M-V with the def2-TZVPD basis set.

```
! wB97M-V def2-TZVPD RIJCOSX def2/J DEFGRID3
* xyz 2 1
Tl -0.3887 0.3696 0.9263
C -2.6423 2.8831 2.8195
As -2.3180 0.9551 3.0092
C -1.5259 0.9319 4.7868
C -4.1358 0.2761 3.4015
C -5.0637 1.1159 4.0064
C -6.3355 0.6493 4.2993
C -6.6806 -0.6538 3.9864
C -5.7515 -1.4852 3.3877
C -4.4765 -1.0359 3.0834
As -3.0545 -2.1724 2.3827
C -4.0045 -3.7920 1.7630
C -2.6159 -2.8924 4.1651
H -2.7242 3.3629 3.7961
H -3.5555 3.0734 2.2521
H -1.8021 3.3293 2.2878
H -2.2952 1.2047 5.5160
H -0.7148 1.6581 4.8114
H -1.1249 -0.0497 5.0317
H -4.7991 2.1373 4.2556
H -7.0546 1.3032 4.7703
H -7.6632 -1.0289 4.2327
H -6.0232 -2.5071 3.1613
H -4.8057 -4.0956 2.4360
H -3.2814 -4.6107 1.7240
H -4.4117 -3.6473 0.7629
H -3.5079 -3.3103 4.6299
H -2.2346 -2.1019 4.8103
H -1.8640 -3.6750 4.0731
C -0.6881 6.7699 5.7722
C -0.0846 5.7078 4.9126
C 0.4622 4.5508 5.4582
C 1.0120 3.5716 4.6456
C 1.0206 3.7451 3.2744
C 0.4898 4.8950 2.7152
C -0.0559 5.8689 3.5283
S 1.5808 2.4731 2.1491
O 3.0046 2.4087 2.0063
O 0.8269 2.7158 0.9193
N 0.9575 1.0681 2.7039
C 1.7105 0.1600 3.3915
C 2.7583 0.4983 4.2318
C 3.4103 -0.4609 5.0117
C 3.0517 -1.7826 4.9489
C 2.0579 -2.1961 4.0445
C 1.7053 -3.5483 3.8662
C 0.7671 -3.8873 2.9285
C 0.1719 -2.8693 2.1753
N 0.4428 -1.5963 2.3475
C 1.3710 -1.2268 3.2536
H -0.6538 6.4983 6.8229
H -1.7247 6.9507 5.4881
H -0.1493 7.7068 5.6399
H 0.4652 4.4153 6.5302
H 1.4338 2.6820 5.0866
H 0.5061 5.0066 1.6432
H -0.4612 6.7683 3.0881
H 3.0738 1.5285 4.2885
H 4.1966 -0.1436 5.6808
H 3.5220 -2.5201 5.5803
H 2.1900 -4.3035 4.4656
H 0.4919 -4.9141 2.7512
H -0.5585 -3.1080 1.4119
C -2.3719 1.8520 -1.9096
C -2.4205 0.4082 -2.3947
P -2.4255 -0.8474 -1.0141
C -4.1796 -0.6900 -0.5188
C -5.1600 -1.5673 -0.9708
C -6.4807 -1.3761 -0.5999
C -6.8356 -0.3041 0.2011
C -5.8647 0.5827 0.6378
C -4.5399 0.3774 0.2990
C -2.3494 -2.3972 -1.9814
C -2.7468 -2.4860 -3.3139
C -2.6108 -3.6815 -3.9979
C -2.0677 -4.7925 -3.3706
C -1.6803 -4.7134 -2.0424
C -1.8268 -3.5245 -1.3525
P -0.7614 2.2830 -1.1075
C 0.4694 2.2249 -2.4418
C 1.8206 2.1446 -2.1116
C 2.7823 2.2636 -3.0999
C 2.4050 2.4470 -4.4222
C 1.0607 2.5075 -4.7529
C 0.0914 2.3931 -3.7720
C -0.9469 4.0653 -0.7965
C -2.1730 4.5990 -0.4101
C -2.3157 5.9650 -0.2399
C -1.2335 6.8094 -0.4259
C -0.0045 6.2796 -0.7890
C 0.1423 4.9154 -0.9729
H -3.1655 2.0166 -1.1774
H -2.5635 2.5408 -2.7360
H -3.3465 0.2698 -2.9638
H -1.5643 0.1847 -3.0396
H -4.8903 -2.3979 -1.6072
H -7.2328 -2.0717 -0.9425
H -7.8651 -0.1600 0.4865
H -6.1352 1.4207 1.2624
H -3.7677 1.0402 0.6805
H -3.1771 -1.6398 -3.8248
H -2.9210 -3.7434 -5.0307
H -1.9598 -5.7201 -3.9114
H -1.2552 -5.5736 -1.5500
H -1.5444 -3.4557 -0.3077
H 2.1053 2.0254 -1.0753
H 3.8297 2.2279 -2.8405
H 3.1521 2.5577 -5.1938
H 0.7589 2.6610 -5.7768
H -0.9450 2.4555 -4.0603
H -3.0262 3.9572 -0.2503
H -3.2761 6.3747 0.0332
H -1.3450 7.8748 -0.2915
H 0.8443 6.9322 -0.9305
H 1.1013 4.5034 -1.2471
C 5.8610 0.0888 -2.2031
C 5.4932 -1.0783 -3.1340
C 6.6027 -1.1707 -4.1979
C 4.1913 -0.7697 -3.8714
C 5.4207 -2.4045 -2.3028
O 6.7137 -2.6361 -1.7486
C 5.0736 -3.6884 -3.1115
C 3.6321 -4.2061 -3.2781
C 2.8317 -3.6238 -4.4131
C 3.2994 -3.6730 -5.7238
C 2.5699 -3.1319 -6.7672
C 1.3479 -2.5317 -6.5072
Cl 0.4363 -1.8241 -7.7940
C 0.8430 -2.5097 -5.2182
C 1.5766 -3.0707 -4.1889
C 4.6296 -2.2953 -0.9585
N 3.3055 -1.7374 -0.8722
C 2.8856 -0.6427 -0.2272
N 1.5613 -0.5822 -0.2732
C 1.2136 -1.6900 -0.9629
N 2.2436 -2.4038 -1.3156
H 6.2080 0.9346 -2.7917
H 6.6665 -0.2045 -1.5351
H 5.0086 0.4204 -1.6160
H 6.5741 -0.2764 -4.8161
H 6.4672 -2.0205 -4.8610
H 7.5914 -1.2252 -3.7505
H 4.2832 0.2037 -4.3460
H 3.3237 -0.7551 -3.2160
H 4.0120 -1.5040 -4.6496
H 7.3445 -2.7866 -2.4631
H 5.6194 -4.4798 -2.5868
H 5.5248 -3.6043 -4.0998
H 3.0756 -4.0866 -2.3526
H 3.7215 -5.2788 -3.4753
H 4.2450 -4.1478 -5.9414
H 2.9459 -3.1743 -7.7767
H -0.1178 -2.0592 -5.0226
H 1.1642 -3.0799 -3.1937
H 5.2751 -1.7226 -0.2917
H 4.5780 -3.3191 -0.5758
H 3.5162 0.0675 0.2657
H 0.2041 -1.9628 -1.2002
*
```

Results
HOMO energy: -12.10 eV
Relative energy (zero: lowest compared OMol25 entry of this formula, charge and spin): 0.000 eV

Atomic partial charges in e from the Löwdin method, atoms 1 to 6:
1. Tl 0.654
2. C -0.252
3. As 1.137
4. C -0.236
5. C -0.419
6. C -0.107